1.
{
  "formula": "C14H44BN6O4P3",
  "method": "ωB97M-V/def2-TZVPD",
  "smiles": "CN(C)P(=O)(N(C)C)N(C)C.CN(C)P(=O)(N(C)C)N(C)C.CCOB(O)P",
  "orbital_gap_ev": 8.6,
  "homo_energy_ev": -8.15,
  "symbols": ["C", "N", "C", "P", "O", "N", "C", "C", "N", "C", "C", "H", "H", "H", "H", "H", "H", "H", "H", "H", "H", "H", "H", "H", "H", "H", "H", "H", "H", "C", "N", "C", "P", "O", "N", "C", "C", "N", "C", "C", "H", "H", "H", "H", "H", "H", "H", "H", "H", "H", "H", "H", "H", "H", "H", "H", "H", "H", "C", "C", "O", "B", "O", "P", "H", "H", "H", "H", "H", "H", "H", "H"],
  "coordinates": [[0.614, 0.287, 0.059], [1.433, 1.125, -0.789], [0.595, 2.022, -1.576], [2.832, 0.617, -1.621], [3.592, 1.900, -1.742], [3.933, -0.234, -0.554], [3.684, -0.275, 0.880], [5.331, 0.136, -0.774], [2.147, -0.876, -2.265], [2.511, -2.191, -1.762], [2.231, -0.881, -3.744], [-0.016, -0.415, -0.508], [-0.057, 0.911, 0.650], [1.194, -0.282, 0.777], [0.039, 1.479, -2.357], [1.204, 2.786, -2.062], [-0.123, 2.544, -0.942], [3.437, 0.708, 1.301], [4.566, -0.658, 1.397], [2.891, -0.981, 1.134], [5.596, 1.076, -0.277], [5.548, 0.247, -1.835], [5.981, -0.653, -0.386], [3.579, -2.409, -1.824], [1.980, -2.939, -2.358], [2.169, -2.328, -0.737], [3.263, -0.993, -4.098], [1.839, 0.059, -4.145], [1.630, -1.686, -4.166], [-4.780, -3.395, 2.781], [-3.967, -2.315, 2.266], [-4.811, -1.300, 1.645], [-2.458, -2.502, 1.485], [-1.809, -1.187, 1.773], [-1.388, -3.526, 2.421], [-1.758, -3.950, 3.764], [-0.014, -3.022, 2.453], [-2.947, -3.812, 0.416], [-2.514, -5.188, 0.605], [-2.732, -3.425, -0.998], [-5.292, -3.961, 1.988], [-5.550, -2.979, 3.434], [-4.216, -4.093, 3.389], [-5.249, -1.654, 0.699], [-4.234, -0.398, 1.438], [-5.624, -1.015, 2.314], [-2.127, -3.126, 4.387], [-0.895, -4.395, 4.261], [-2.503, -4.747, 3.746], [0.121, -2.225, 3.193], [0.284, -2.629, 1.481], [0.667, -3.840, 2.701], [-1.429, -5.314, 0.607], [-2.922, -5.785, -0.214], [-2.931, -5.610, 1.518], [-1.667, -3.376, -1.254], [-3.168, -2.440, -1.190], [-3.220, -4.128, -1.674], [0.266, 7.662, 0.368], [-0.804, 6.884, -0.421], [-0.284, 5.904, -1.325], [0.453, 6.364, -2.397], [-0.102, 7.022, -3.463], [2.374, 6.064, -2.462], [1.276, 7.308, 0.184], [0.080, 7.520, 1.433], [0.175, 8.727, 0.155], [-1.467, 7.575, -0.953], [-1.415, 6.335, 0.293], [-0.662, 7.735, -3.133], [2.961, 7.153, -1.792], [2.660, 4.987, -1.601]],
  "forces_ev_per_a": [[-0.2, -0.5, -0.2], [0.1, 0.4, 0.2], [0.2, 0.3, -0.4], [0.1, -1.1, 5.9], [-0.6, -0.4, -3.3], [-0.2, 0.0, 0.3], [-0.3, -0.2, 0.1], [0.0, 0.1, -0.2], [0.6, 1.2, -2.7], [0.2, -0.2, 0.3], [-0.3, 0.2, 0.0], [0.0, 0.0, 0.0], [0.0, 0.1, -0.1], [0.0, 0.0, -0.1], [-0.1, 0.0, 0.1], [0.1, -0.1, 0.0], [0.0, -0.1, 0.1], [0.0, 0.0, 0.0], [0.1, 0.1, -0.1], [0.0, 0.1, 0.0], [0.0, 0.0, -0.1], [0.0, 0.0, 0.0], [-0.1, -0.1, 0.1], [0.0, 0.0, 0.1], [-0.1, 0.2, -0.1], [0.2, 0.1, 0.1], [0.0, -0.1, -0.1], [0.1, 0.0, 0.0], [0.0, 0.0, 0.1], [-0.2, -0.5, -0.4], [0.1, 0.4, 0.2], [0.3, 0.3, -0.2], [-0.3, -2.8, 5.4], [-0.3, 0.5, -3.3], [-0.2, -0.1, 0.2], [-0.3, -0.2, 0.0], [0.1, 0.1, -0.2], [0.7, 2.0, -2.2], [0.2, -0.3, 0.3], [-0.3, 0.2, 0.0], [0.0, 0.0, 0.0], [0.0, 0.1, 0.0], [0.1, 0.0, -0.1], [-0.1, 0.0, 0.1], [0.1, -0.1, 0.0], [0.0, -0.1, 0.1], [0.0, 0.0, 0.0], [0.1, 0.1, -0.1], [0.0, 0.1, 0.0], [0.0, 0.1, -0.1], [0.0, 0.0, 0.0], [-0.1, -0.1, 0.0], [0.0, 0.0, 0.1], [-0.1, 0.2, -0.1], [0.2, 0.1, 0.1], [0.0, -0.1, -0.1], [0.1, 0.0, 0.0], [0.0, -0.1, 0.1], [-0.4, -0.1, 0.2], [-0.1, -0.3, 0.3], [0.1, 0.6, 0.0], [0.4, -0.5, 0.7], [0.4, 0.7, 0.4], [0.6, -0.7, -1.5], [0.0, 0.0, -0.2], [0.0, 0.1, 0.0], [0.3, 0.0, 0.0], [0.0, 0.0, 0.0], [-0.1, -0.1, -0.2], [-0.6, -0.2, -0.3], [-0.4, 0.0, 0.3], [-0.3, 0.3, 0.4]],
  "lowdin_charge": [-0.141, -0.311, -0.130, 0.703, -0.291, -0.327, -0.138, -0.152, -0.297, -0.135, -0.138, 0.074, 0.085, 0.038, 0.081, 0.058, 0.083, 0.092, 0.080, 0.049, 0.081, 0.071, 0.079, 0.082, 0.082, 0.064, 0.081, 0.075, 0.075, -0.135, -0.318, -0.136, 0.706, -0.278, -0.323, -0.139, -0.148, -0.297, -0.134, -0.134, 0.084, 0.085, 0.044, 0.080, 0.072, 0.080, 0.092, 0.081, 0.053, 0.085, 0.056, 0.082, 0.082, 0.084, 0.072, 0.077, 0.076, 0.077, -0.062, -0.232, -0.022, -0.899, 0.108, 0.835, 0.058, 0.072, 0.075, 0.110, 0.116, 0.099, -0.130, -0.128]
}



2.
{
  "formula": "C62H73FGeN3O3SeTl",
  "method": "ωB97M-V/def2-TZVPD",
  "de_lowest_kcal_mol": 12.45,
  "orbital_gap_ev": 7.5,
  "homo_energy_ev": -7.40,
  "symbols": ["Tl", "O", "C", "C", "C", "C", "C", "C", "C", "C", "C", "O", "C", "C", "C", "C", "C", "C", "C", "C", "C", "C", "C", "C", "N", "C", "C", "C", "C", "C", "C", "C", "C", "C", "C", "C", "C", "H", "H", "H", "H", "H", "H", "H", "H", "H", "H", "H", "H", "H", "H", "H", "H", "H", "H", "H", "H", "H", "H", "H", "H", "H", "H", "H", "C", "C", "C", "C", "C", "C", "C", "C", "C", "C", "C", "C", "N", "C", "C", "C", "C", "C", "C", "F", "H", "H", "H", "H", "H", "H", "H", "H", "H", "H", "H", "H", "H", "H", "H", "H", "H", "H", "H", "H", "H", "O", "C", "C", "C", "C", "C", "C", "N", "H", "H", "H", "H", "H", "H", "H", "H", "H", "H", "H", "C", "Ge", "C", "C", "C", "Se", "C", "H", "H", "H", "H", "H", "H", "H", "H", "H", "H", "H", "H", "H", "H"],
  "coordinates": [[0.252, 0.144, 0.595], [1.877, -0.998, 1.336], [1.932, -2.257, 1.930], [0.776, -2.413, 2.960], [-0.568, -2.709, 2.374], [-1.139, -3.966, 2.523], [-2.381, -4.223, 1.978], [-3.031, -3.209, 1.306], [-2.417, -1.970, 1.188], [-3.079, -0.865, 0.429], [-2.459, -0.681, -0.977], [-1.156, -0.151, -0.894], [-3.237, 0.338, -1.811], [-4.197, 1.184, -1.277], [-4.803, 2.158, -2.064], [-4.442, 2.303, -3.392], [-3.475, 1.464, -3.935], [-2.883, 0.489, -3.151], [-2.463, -2.045, -1.669], [-1.351, -2.875, -1.642], [-1.412, -4.155, -2.174], [-2.589, -4.622, -2.740], [-3.707, -3.801, -2.767], [-3.642, -2.523, -2.234], [-1.199, -1.725, 1.711], [3.263, -2.353, 2.709], [3.533, -3.377, 3.614], [4.742, -3.435, 4.289], [5.712, -2.467, 4.073], [5.457, -1.448, 3.171], [4.246, -1.396, 2.496], [1.951, -3.353, 0.852], [1.779, -4.703, 1.152], [1.869, -5.673, 0.167], [2.143, -5.314, -1.145], [2.319, -3.976, -1.457], [2.225, -3.008, -0.466], [0.746, -1.460, 3.483], [1.009, -3.183, 3.692], [-0.606, -4.730, 3.071], [-2.833, -5.202, 2.071], [-4.003, -3.362, 0.856], [-2.922, 0.068, 0.963], [-4.148, -1.068, 0.346], [-4.479, 1.103, -0.235], [-5.551, 2.810, -1.632], [-4.909, 3.064, -4.004], [-3.185, 1.570, -4.972], [-2.126, -0.164, -3.571], [-0.435, -2.526, -1.189], [-0.535, -4.787, -2.135], [-2.635, -5.619, -3.159], [-4.631, -4.153, -3.208], [-4.518, -1.885, -2.264], [2.806, -4.154, 3.809], [4.925, -4.242, 4.987], [6.653, -2.509, 4.605], [6.203, -0.684, 2.989], [4.047, -0.606, 1.791], [1.568, -5.015, 2.165], [1.729, -6.715, 0.427], [2.222, -6.073, -1.914], [2.528, -3.678, -2.478], [2.385, -1.968, -0.709], [4.076, 0.620, -0.589], [4.105, 2.057, -0.081], [4.365, 2.123, 1.423], [2.943, 2.906, -0.610], [3.334, 3.722, -1.674], [2.467, 4.579, -2.314], [1.174, 4.667, -1.849], [0.719, 3.901, -0.777], [-0.724, 4.216, -0.400], [-0.972, 4.584, 1.061], [-1.701, 3.162, -0.912], [1.591, 2.955, -0.175], [1.098, 2.124, 0.905], [1.308, 2.575, 2.194], [1.966, 3.781, 2.495], [2.143, 4.221, 3.794], [1.669, 3.488, 4.874], [0.990, 2.307, 4.615], [0.817, 1.903, 3.312], [0.098, 0.751, 3.104], [5.043, 0.141, -0.411], [3.882, 0.591, -1.661], [3.327, 0.022, -0.079], [4.984, 2.509, -0.548], [3.629, 1.562, 1.993], [4.365, 3.149, 1.786], [5.349, 1.696, 1.634], [4.363, 3.669, -2.008], [2.803, 5.190, -3.142], [0.488, 5.367, -2.311], [-0.949, 5.127, -0.964], [-1.011, 3.712, 1.700], [-1.934, 5.094, 1.143], [-0.203, 5.258, 1.438], [-1.556, 2.201, -0.431], [-1.609, 3.033, -1.992], [-2.726, 3.475, -0.705], [2.339, 4.377, 1.675], [2.664, 5.155, 3.962], [1.821, 3.822, 5.890], [0.588, 1.689, 5.406], [-2.256, 1.614, 2.146], [-2.710, 1.824, 3.252], [-2.829, 0.739, 4.294], [-4.333, 0.547, 4.590], [-5.258, 0.821, 3.381], [-5.682, 2.288, 3.179], [-4.554, 3.216, 2.718], [-3.368, 3.005, 3.557], [-2.268, 1.002, 5.195], [-2.387, -0.166, 3.878], [-4.641, 1.185, 5.423], [-4.485, -0.480, 4.925], [-6.166, 0.229, 3.509], [-4.780, 0.448, 2.468], [-6.087, 2.663, 4.125], [-6.497, 2.329, 2.452], [-4.855, 4.263, 2.762], [-4.258, 2.996, 1.692], [-3.607, 3.054, 4.539], [1.582, -3.163, -5.421], [2.085, -1.296, -5.701], [3.631, -1.188, -6.896], [0.580, -0.378, -6.546], [2.530, -0.551, -3.940], [0.932, -0.493, -2.806], [0.450, 1.333, -3.260], [1.152, -3.578, -6.333], [0.836, -3.235, -4.628], [2.445, -3.769, -5.145], [3.381, -1.630, -7.862], [4.486, -1.725, -6.487], [3.923, -0.151, -7.063], [0.353, -0.874, -7.491], [0.803, 0.668, -6.757], [-0.307, -0.430, -5.914], [2.989, 0.437, -3.977], [3.239, -1.230, -3.463], [0.329, 1.425, -4.337], [1.219, 2.017, -2.908], [-0.494, 1.531, -2.762]],
  "forces_ev_per_a": [[0.0, -0.3, 0.3], [0.0, 0.2, -0.1], [0.0, 0.0, 0.0], [0.1, -0.1, -0.1], [0.0, 0.1, -0.1], [0.0, 0.0, 0.1], [0.0, 0.0, 0.0], [-0.1, 0.0, 0.0], [0.2, 0.1, 0.0], [0.2, 0.1, 0.0], [0.1, 0.0, 0.1], [0.0, -0.1, -0.4], [0.0, 0.1, 0.1], [-0.1, -0.1, -0.1], [0.0, 0.0, 0.0], [0.0, 0.0, 0.0], [0.0, 0.0, 0.0], [0.0, 0.0, 0.0], [-0.1, 0.0, 0.0], [0.0, 0.0, 0.0], [0.0, 0.0, 0.0], [0.0, 0.0, 0.0], [0.0, 0.0, 0.0], [0.0, 0.0, 0.0], [-0.1, -0.1, -0.1], [0.0, 0.0, 0.0], [0.0, 0.0, 0.0], [0.0, 0.0, 0.0], [0.0, 0.0, 0.0], [0.0, 0.0, 0.0], [0.0, 0.0, -0.1], [0.0, 0.0, 0.1], [-0.1, 0.0, 0.0], [0.0, 0.0, 0.0], [0.0, 0.0, 0.0], [0.0, 0.0, 0.0], [0.1, 0.0, 0.0], [0.0, 0.0, 0.1], [0.0, 0.0, 0.0], [0.0, 0.0, 0.0], [0.0, 0.0, 0.0], [0.0, 0.0, 0.0], [-0.1, 0.1, 0.1], [0.0, 0.0, -0.1], [0.0, 0.0, 0.0], [0.0, 0.0, 0.0], [0.0, 0.0, 0.0], [0.0, 0.0, 0.0], [0.0, 0.0, 0.0], [0.1, 0.0, 0.0], [0.0, 0.0, 0.0], [0.0, 0.0, 0.0], [0.0, 0.0, 0.0], [0.0, 0.0, 0.0], [0.0, 0.0, 0.0], [0.0, 0.0, 0.0], [0.0, 0.0, 0.0], [0.0, 0.0, 0.0], [0.0, 0.0, 0.0], [0.0, 0.0, 0.1], [0.0, 0.0, 0.0], [0.0, 0.0, 0.0], [0.0, 0.0, 0.0], [0.0, 0.0, 0.0], [0.0, -0.1, 0.0], [-0.1, 0.0, 0.1], [0.0, -0.1, -0.1], [0.0, -0.1, 0.0], [0.0, -0.1, -0.1], [0.0, 0.0, 0.0], [0.1, 0.0, 0.0], [0.1, 0.0, 0.0], [-0.1, 0.0, 0.0], [0.0, 0.0, -0.1], [0.0, 0.2, 0.2], [-0.1, 0.1, 0.0], [0.2, 0.1, -0.2], [-0.2, 0.2, -0.1], [-0.1, 0.0, 0.0], [0.0, 0.0, 0.0], [0.0, 0.0, 0.0], [0.0, 0.0, 0.0], [0.0, -0.1, 0.1], [0.2, -0.1, 0.1], [0.0, 0.0, 0.0], [0.0, 0.0, -0.1], [-0.2, -0.1, 0.0], [0.0, 0.0, 0.1], [-0.1, 0.0, 0.1], [0.0, 0.0, 0.0], [0.0, 0.0, 0.0], [0.0, 0.0, 0.0], [0.0, 0.0, 0.0], [0.0, 0.0, 0.0], [0.0, 0.0, 0.0], [0.0, -0.2, 0.1], [-0.1, 0.0, 0.0], [0.0, 0.0, 0.0], [0.0, -0.1, 0.0], [0.0, 0.0, 0.1], [0.0, 0.0, 0.0], [0.0, 0.0, 0.0], [0.0, 0.0, 0.0], [0.0, 0.0, 0.0], [0.0, 0.0, 0.0], [-0.1, 0.3, -0.1], [0.0, -0.3, -0.1], [0.1, 0.0, 0.1], [0.0, 0.0, -0.1], [0.0, 0.0, 0.0], [0.1, 0.0, 0.0], [0.0, 0.0, 0.0], [0.1, 0.1, 0.1], [-0.1, 0.0, 0.1], [0.0, 0.0, 0.0], [0.0, 0.0, 0.0], [0.0, 0.0, 0.0], [0.0, 0.0, 0.0], [0.0, 0.0, 0.0], [0.0, 0.0, 0.0], [0.0, 0.0, 0.0], [0.0, 0.0, 0.0], [0.0, 0.0, 0.0], [0.0, 0.0, 0.0], [0.0, 0.0, 0.0], [0.0, 0.0, -0.1], [0.0, 0.0, 0.0], [0.0, 0.0, 0.0], [0.0, -0.1, 0.0], [0.2, 0.2, 0.0], [0.0, -0.1, 0.0], [0.0, 0.0, 0.0], [0.0, 0.0, 0.0], [0.0, 0.0, 0.0], [0.0, 0.0, 0.0], [0.0, 0.0, 0.0], [0.0, 0.0, 0.0], [0.0, 0.0, 0.0], [0.0, 0.0, 0.0], [0.0, 0.0, 0.0], [0.0, 0.0, 0.0], [0.0, 0.0, 0.0], [0.0, 0.0, -0.1], [0.0, 0.0, 0.0], [0.1, 0.0, 0.0]],
  "lowdin_charge": [1.112, -0.289, -0.442, -0.046, -0.237, -0.014, -0.031, -0.007, -0.244, -0.068, -0.438, -0.344, -0.156, -0.042, -0.089, -0.089, -0.067, -0.037, -0.162, -0.042, -0.060, -0.088, -0.079, -0.030, 0.148, -0.115, -0.041, -0.084, -0.096, -0.069, -0.007, -0.117, -0.035, -0.073, -0.098, -0.073, -0.032, 0.123, 0.107, 0.112, 0.113, 0.121, 0.082, 0.131, 0.102, 0.103, 0.100, 0.105, 0.112, 0.073, 0.093, 0.099, 0.100, 0.122, 0.097, 0.100, 0.098, 0.100, 0.073, 0.098, 0.102, 0.103, 0.091, 0.067, -0.050, -0.346, -0.049, -0.115, -0.051, -0.080, -0.051, -0.125, -0.344, -0.045, -0.046, -0.170, 0.002, -0.268, -0.052, -0.084, -0.097, -0.019, -0.210, -0.019, 0.092, 0.064, 0.037, 0.117, 0.069, 0.076, 0.082, 0.110, 0.104, 0.112, 0.118, 0.050, 0.081, 0.081, 0.047, 0.081, 0.080, 0.118, 0.105, 0.097, 0.116, 0.040, -0.482, -0.090, -0.169, -0.178, -0.175, -0.174, 0.075, 0.121, 0.109, 0.107, 0.109, 0.110, 0.101, 0.111, 0.110, 0.116, 0.108, 0.125, -0.218, 0.731, -0.224, -0.222, -0.585, 0.937, -0.344, 0.020, 0.002, 0.017, 0.016, 0.016, 0.016, 0.020, 0.019, 0.006, 0.018, 0.011, 0.023, 0.014, -0.012]
}



3.
{
  "formula": "C3H3NO3",
  "method": "ωB97M-V/def2-TZVPD",
  "de_lowest_kcal_mol": 140.11,
  "orbital_gap_ev": [7.5, 7.9],
  "homo_energy_ev": [-9.62, -9.81],
  "symbols": ["C", "C", "C", "N", "O", "O", "O", "H", "H", "H"],
  "coordinates": [[-1.804, 0.171, -0.167], [-0.928, -0.971, 0.077], [2.081, 0.540, 0.096], [0.762, 0.491, 0.357], [2.827, -0.243, -0.454], [-1.412, 1.325, -0.218], [0.355, -0.721, 0.192], [-2.885, -0.208, -0.169], [-1.160, -1.997, -0.146], [2.165, 1.611, 0.434]],
  "forces_ev_per_a": [[-0.9, -0.4, 0.9], [1.2, 1.5, -0.5], [1.2, 1.8, -0.1], [-0.8, 0.1, 0.7], [-0.4, 0.5, 0.6], [-1.5, -1.0, -0.4], [-1.5, -3.0, -0.6], [0.8, 1.0, -0.5], [-0.1, -0.2, 0.3], [2.0, -0.4, -0.4]],
  "lowdin_charge": [-0.239, -0.006, -0.350, 0.058, 0.073, 0.058, 0.011, 0.132, 0.125, 0.136]
}



no.,total energy (a.u.)
1,-2238.1860
2,-7547.0420
3,-396.4012